[1]
Below is a cluster of 2 separate species, CH3ClO3 in total, with properties calculated with ωB97M-V with the def2-TZVPD basis set.

E_HOMO (alpha / beta), eV: -5.085 / -11.552
⟨S²⟩: 2.007

```
! wB97M-V def2-TZVPD RIJCOSX def2/J DEFGRID3
* xyz 0 3
C -2.793 0.175 -0.066
O -2.390 1.293 -0.065
O 0.710 0.019 -0.150
O -2.077 -0.920 -0.137
Cl -4.483 -0.202 0.064
H 0.570 0.970 -0.116
H 1.456 -0.191 0.415
H -1.110 -0.707 -0.204
*
```

These are the natural (NBO) partial charges, in e, on atoms 1 to 2: 0.32, -0.21

***

[2]
Below is a cluster of 2 separate species, CH3ClO3S in total, with properties calculated with ωB97M-V with the def2-TZVPD basis set.

E_HOMO, eV: -10.334
Relative energy (zero: lowest compared OMol25 entry of this formula, charge and spin), kJ/mol: 48.4

```
! wB97M-V def2-TZVPD RIJCOSX def2/J DEFGRID3
* xyz 0 1
C -0.961 -0.582 0.315
O 1.737 1.214 -0.417
O 1.953 -1.204 -0.683
O -0.077 -0.357 1.085
S 2.209 -0.156 0.285
Cl 4.437 0.010 0.130
H -0.743 -0.237 -0.751
H -1.956 -1.082 0.531
H 1.908 1.399 -1.333
*
```

These are the natural (NBO) partial charges, in e, on atoms 1 to 2: 0.31, -0.90

***

[3]
Below is a cluster of 2 separate species, CH3ClO3S2 in total, with properties calculated with ωB97M-V with the def2-TZVPD basis set.

E_HOMO (alpha / beta), eV: -9.489 / -9.653
Relative energy (zero: lowest compared OMol25 entry of this formula, charge and spin), kJ/mol: 265.7

```
! wB97M-V def2-TZVPD RIJCOSX def2/J DEFGRID3
* xyz 0 1
C -1.187 0.488 -1.039
O -0.523 -0.856 1.045
O 0.952 0.975 0.575
O 1.003 -0.979 -0.950
S 1.117 -0.185 2.592
S 0.232 -0.110 -0.114
Cl 2.496 -0.923 1.631
H -1.701 -0.501 -1.054
H -1.716 1.302 -0.659
H -0.675 0.789 -2.027
*
```

These are the natural (NBO) partial charges, in e, on atoms 1 to 2: -0.85, -0.90

***

[4]
Below is a cluster of 2 separate species, CH3ClOSi in total, with properties calculated with ωB97M-V with the def2-TZVPD basis set.

E_HOMO (alpha / beta), eV: -9.305 / -8.614
Relative energy (zero: lowest compared OMol25 entry of this formula, charge and spin), kJ/mol: 365.2

```
! wB97M-V def2-TZVPD RIJCOSX def2/J DEFGRID3
* xyz 0 1
C 0.417 -0.938 -0.275
O -0.145 -1.947 0.127
Si -0.418 0.789 -0.032
Cl -2.300 0.387 0.015
H 1.397 -0.916 -0.763
H 1.475 0.579 1.691
H -0.426 2.045 -0.763
*
```

These are the natural (NBO) partial charges, in e, on atoms 1 to 2: 0.04, -0.51

***

[5]
Below is a cluster of 2 separate species, CH3ClS2 in total, with properties calculated with ωB97M-V with the def2-TZVPD basis set.

E_HOMO (alpha / beta), eV: -8.057 / -8.857
Relative energy (zero: lowest compared OMol25 entry of this formula, charge and spin), kJ/mol: 405.0

```
! wB97M-V def2-TZVPD RIJCOSX def2/J DEFGRID3
* xyz 0 1
C 0.391 0.139 -0.043
S -0.779 -0.998 -0.705
S 0.133 1.748 -0.454
Cl 2.024 -0.325 -0.130
H -0.187 0.058 1.861
H -0.303 -2.165 -0.093
H -1.279 1.544 -0.436
*
```

These are the natural (NBO) partial charges, in e, on atoms 1 to 2: -0.55, 0.05

***

[6]
Below is the molecule CH3ClS2, with properties calculated with ωB97M-V with the def2-TZVPD basis set.

SMILES: SC(S)Cl
E_HOMO, eV: -9.436
Relative energy (zero: lowest compared OMol25 entry of this formula, charge and spin), kJ/mol: 111.4

```
! wB97M-V def2-TZVPD RIJCOSX def2/J DEFGRID3
* xyz 0 1
S -0.621 -1.817 0.222
C -0.489 -0.121 -0.247
S 1.053 0.577 0.447
Cl -1.762 1.044 0.219
H 0.739 -1.816 -0.092
H -0.397 0.016 -1.447
H 1.139 -0.203 1.580
*
```

These are the natural (NBO) partial charges, in e, on atoms 1 to 2: 0.04, -0.56

***

[7]
Below is a structure of composition CH3CuLiO, with properties calculated with ωB97M-V with the def2-TZVPD basis set.

E_HOMO (alpha / beta), eV: -5.873 / -5.894
⟨S²⟩: 0.754
Relative energy (zero: lowest compared OMol25 entry of this formula, charge and spin), kJ/mol: 75.8

```
! wB97M-V def2-TZVPD RIJCOSX def2/J DEFGRID3
* xyz 0 2
O 0.155 -0.761 0.495
C -0.624 -1.755 0.034
Li -0.090 1.580 1.703
H -0.369 -2.080 -0.979
H -1.431 -2.067 0.701
Cu 1.282 1.205 -0.262
H 0.134 -0.502 1.435
*
```

These are the natural (NBO) partial charges, in e, on atoms 1 to 2: -0.75, -0.11

***

[8]
Below is a structure of composition CH3CuLiO, with properties calculated with ωB97M-V with the def2-TZVPD basis set.

E_HOMO (alpha / beta), eV: -11.601 / -13.575
⟨S²⟩: 2.005
Relative energy (zero: lowest compared OMol25 entry of this formula, charge and spin), kJ/mol: 48.1

```
! wB97M-V def2-TZVPD RIJCOSX def2/J DEFGRID3
* xyz 1 3
O 0.378 -0.064 -0.303
C 1.196 -0.986 -0.149
H 1.656 -1.105 0.847
H 1.244 -1.809 -0.880
Li 0.142 1.687 0.376
Cu -3.123 1.418 0.115
H -1.493 0.859 -0.006
*
```

These are the natural (NBO) partial charges, in e, on atoms 1 to 2: -0.34, -0.20

***

[9]
Below is a structure of composition CH3F2N3O4S3, with properties calculated with ωB97M-V with the def2-TZVPD basis set.

E_HOMO, eV: -10.900
Relative energy (zero: lowest compared OMol25 entry of this formula, charge and spin), kJ/mol: 34.4

```
! wB97M-V def2-TZVPD RIJCOSX def2/J DEFGRID3
* xyz 0 1
C -2.544 -0.040 0.143
N 0.960 -1.498 -0.680
N 2.544 0.467 0.349
N -1.165 -0.422 0.234
O 2.951 -1.979 0.652
O 1.900 2.807 -0.053
O 0.640 1.100 -1.154
O -0.816 -0.886 -2.241
F 1.050 -0.963 1.770
F 0.304 1.598 1.142
S 1.990 -0.994 0.389
S 1.435 1.528 0.017
S -0.315 -0.606 -0.979
H -3.021 -0.997 0.004
H -3.049 0.366 1.059
H -2.863 0.521 -0.653
*
```

These are the natural (NBO) partial charges, in e, on atoms 1 to 2: -0.44, -1.10

***

[10]
Below is the molecule CH3F2OPS, with properties calculated with ωB97M-V with the def2-TZVPD basis set.

SMILES: COP(F)(F)=S
E_HOMO, eV: -10.090
Relative energy (zero: lowest compared OMol25 entry of this formula, charge and spin), kJ/mol: 1.8

```
! wB97M-V def2-TZVPD RIJCOSX def2/J DEFGRID3
* xyz 0 1
C 0.314 1.233 -0.498
O 0.725 0.082 0.195
P -0.108 -1.234 0.494
F -0.532 -1.003 2.066
F -1.612 -0.965 0.011
S 0.581 -2.946 -0.024
H 0.305 2.139 0.000
H -0.728 1.161 -1.016
H 1.055 1.533 -1.230
*
```

These are the natural (NBO) partial charges, in e, on atoms 1 to 2: -0.26, -0.80

***

[11]
Below is a cluster of 3 separate species, CH3F3NP in total, with properties calculated with ωB97M-V with the def2-TZVPD basis set.

E_HOMO (alpha / beta), eV: -7.761 / -11.590
⟨S²⟩: 2.015

```
! wB97M-V def2-TZVPD RIJCOSX def2/J DEFGRID3
* xyz 0 3
C -0.707 1.853 -0.457
N 0.487 0.144 0.806
F -1.934 1.200 -0.508
F -0.618 2.381 0.768
F -0.804 2.911 -1.299
P 0.565 0.437 -0.732
H -0.413 -1.474 -2.373
H 0.801 -0.661 1.277
H -0.558 -2.608 -2.565
*
```

These are the natural (NBO) partial charges, in e, on atoms 1 to 2: 0.76, -0.84

***

[12]
Below is a cluster of 2 separate species, CH3F3NS in total, with properties calculated with ωB97M-V with the def2-TZVPD basis set.

E_HOMO (alpha / beta), eV: -17.510 / -16.977
Relative energy (zero: lowest compared OMol25 entry of this formula, charge and spin), kJ/mol: 461.0

```
! wB97M-V def2-TZVPD RIJCOSX def2/J DEFGRID3
* xyz 1 1
C 0.914 -0.176 -0.050
N -0.170 0.767 -0.025
F -1.612 -0.985 -1.042
F -1.608 -0.921 1.161
F 0.722 2.474 0.249
S -1.778 0.188 0.035
H 1.509 -0.275 0.967
H 1.381 0.080 -0.986
H 0.642 -1.152 -0.309
*
```

These are the natural (NBO) partial charges, in e, on atoms 1 to 2: -0.52, -0.28

***

| no. | F_max (hartree/bohr) | total energy (Eh) |
| --- | --- | --- |
| 1 | 0.2029 | -725.6227 |
| 2 | 0.0435 | -1123.9469 |
| 3 | 0.0792 | -1522.0400 |
| 4 | 0.0728 | -864.6979 |
| 5 | 0.0763 | -1296.3147 |
| 6 | 0.0684 | -1296.4265 |
| 7 | 0.0242 | -1762.9658 |
| 8 | 0.0642 | -1762.7121 |
| 9 | 0.0795 | -1899.2474 |
| 10 | 0.0718 | -1054.5070 |
| 11 | 0.0928 | -735.4000 |
| 12 | 0.0895 | -791.8712 |